This record from OMol25 describes a single C7H8OS molecule. The level of theory is ωB97M-V/def2-TZVPD.

Cartesian coordinates (Å):
H1 0.1196 0.5238 2.5167
C1 -0.0143 0.1018 1.4268
H2 1.8281 -0.0061 -2.1033
H3 1.1341 -1.4724 2.1077
C2 -1.6875 0.0274 -0.4952
C3 0.5572 1.1263 -0.6667
O1 0.5855 -2.7239 -0.6840
C4 0.6231 -1.8506 0.1062
H4 -1.3939 -0.9648 -0.6956
H5 -2.6192 0.0184 0.1674
S1 2.2329 1.2088 0.0641
H6 0.3067 1.8323 -1.3672
H7 -1.0392 1.8713 0.6531
C5 1.3675 0.1133 -1.1345
H8 -1.9056 0.4831 -1.4647
C6 0.5974 -1.1187 1.3182
C7 -0.6924 0.8301 0.2510

Output
orbital gap (alpha / beta): 7.26 / 7.26 eV

Mulliken atomic charge list, values in e, 6 entries:
1. H 0.204
2. C -0.335
3. H 0.351
4. H 0.452
5. C -1.171
6. C -0.229


This record from OMol25 describes a molecular structure, C2H4N4O2. The level of theory is ωB97M-V/def2-TZVPD.

Cartesian coordinates (Å):
O1 -0.3602 0.5303 0.9543
H1 1.3559 2.5119 1.2560
N1 1.3505 1.9413 0.3500
N2 -1.1764 -0.3536 0.1133
H2 -1.3579 -2.0685 -1.3440
C1 0.6223 0.8705 -0.0047
H3 -1.0966 -1.8549 1.1507
N3 -0.3488 -1.8717 -1.4658
H4 2.8069 1.8668 0.2486
N4 0.4687 0.2800 -1.2819
C2 -0.3429 -0.6624 -0.9545
O2 -1.9216 -1.1897 0.9782

Output
orbital gap: 7.55 eV

Mulliken atomic charge list, values in e, 6 entries:
1. O -0.307
2. H 0.331
3. N -0.607
4. N 0.048
5. H 0.276
6. C 0.316


This record from OMol25 describes a molecular structure, C41H35ClN2NiSi2. The level of theory is ωB97M-V/def2-TZVPD.

Cartesian coordinates (Å):
C1 0.3521 -4.1316 -3.2572
C2 -2.2164 1.3392 3.8054
C3 1.4058 4.2948 2.0864
H1 -3.9401 1.3186 5.0943
C4 -3.4514 1.8928 -1.0851
Si1 -1.0887 -3.4183 -2.3143
C5 1.3101 1.1384 4.5610
H2 1.0284 5.3654 4.0012
Cl1 -0.4688 -1.5839 0.8110
H3 1.7029 -1.9193 -1.2168
C6 0.6670 4.7144 3.2202
C7 2.5157 -4.9970 -4.8614
H4 -2.5549 0.8957 7.1448
C8 2.5575 1.3456 -0.7755
N1 -0.8874 1.1487 3.6297
H5 2.4244 4.5947 1.8671
H6 -4.1228 -3.5308 -2.1418
C9 -3.1431 -2.6630 -5.7987
C10 0.2479 0.8394 7.1362
H7 -1.1477 -3.2632 -5.2513
C11 -4.4520 -2.4475 -5.3787
C12 -0.1089 1.0354 4.7502
H8 -1.3147 -3.9294 -0.8909
C13 2.2238 -0.9650 -1.3592
C14 3.5664 1.4148 5.4291
H9 0.1184 1.4220 -2.5229
C15 1.6074 0.9467 6.9609
H10 -1.5790 2.6733 -3.8090
H11 5.0308 1.8814 3.9017
H12 2.2978 2.2238 -0.1789
Si2 0.1602 0.3179 0.2722
C16 2.4680 -3.6809 -4.3985
C17 2.1962 1.1505 5.6711
H13 -2.7827 1.5733 2.9059
C18 1.7604 0.1907 -0.7102
C19 -0.8568 1.6290 -2.0739
H14 -0.1660 0.7103 8.1414
H15 3.6766 -1.7897 -2.7422
C20 -3.1258 2.4355 -2.3300
H16 1.5081 -6.8938 -4.8974
C21 3.9866 1.6802 4.1386
C22 0.5306 3.5504 1.2182
H17 3.3577 -5.3224 -5.4681
C23 -2.8537 1.2385 5.0460
C24 -2.0860 1.0076 6.1673
N2 1.7435 1.3293 3.2755
H18 -3.8926 2.9291 -2.9240
H19 -1.4562 4.4524 3.8098
C25 3.6925 1.3974 -1.5788
H20 -4.4711 1.9495 -0.7063
C26 4.0692 0.2840 -2.3265
C27 -3.8418 -3.2813 -3.1712
H21 4.2915 2.3074 -1.5969
C28 -0.6529 4.2257 3.1130
H22 -0.6967 -1.9756 -2.2463
H23 -5.1813 -1.9947 -6.0484
C29 -2.4866 1.1975 -0.3508
H24 -2.7878 0.6394 0.5401
C30 -4.8072 -2.8110 -4.0766
H25 4.9545 0.3210 -2.9533
C31 1.4806 -5.8715 -4.5279
C32 3.3414 -0.9027 -2.1977
C33 3.0408 1.6596 3.0995
H26 1.3681 -2.2215 -3.2697
H27 -2.8568 -2.4299 -6.8232
C34 -0.6761 0.9403 6.0483
C35 -1.8275 2.3023 -2.8156
C36 -1.1638 1.1206 -0.8073
Ni1 0.2096 1.6706 2.0936
H28 4.2758 1.4152 6.2528
C37 -2.1784 -3.1380 -4.9023
H29 2.2775 0.9132 7.8282
H30 3.2682 -2.9766 -4.6412
H31 3.3244 1.9132 2.0793
H32 -1.7049 3.2340 1.3733
C38 -2.4886 -3.3657 -3.5449
H33 -0.3826 -6.1473 -3.4445
H34 0.6695 3.3788 0.1511
C39 0.4120 -5.4499 -3.7200
C40 1.3948 -3.2557 -3.6188
C41 -0.7732 3.5012 1.8855
H35 -5.8423 -2.6938 -3.7557

Output
⟨S²⟩: 2.03
spin multiplicity: 3
orbital gap (alpha / beta): 5.49 / 6.42 eV

Mulliken atomic charge list, values in e, 6 entries:
1. C -0.174
2. C -0.027
3. C -1.429
4. H 0.428
5. C -0.659
6. Si 0.548


| no. | E (eV) |
| --- | --- |
| 1 | -20266.4804 |
| 2 | -12186.6999 |
| 3 | -115386.5625 |